Entry from the OMol25 dataset: a structure of composition C51H57As2N4O2PTa at a distorted geometry (ωB97M-V/def2-TZVPD).

```
118
Properties=species:S:1:pos:R:3
Ta -0.88 -0.94 0.67
O 0.86 -0.49 0.82
C 2.14 -0.68 1.26
C 2.44 -0.58 2.61
C 3.73 -0.85 3.04
C 4.70 -1.24 2.12
C 4.39 -1.30 0.77
C 3.12 -1.00 0.32
C 1.24 -2.47 -1.35
N -0.01 -2.42 -1.07
C -0.92 -3.41 -1.64
C -2.19 -2.70 -2.08
N -2.70 -2.09 -0.87
C -3.86 -2.50 -0.47
C -4.36 -2.45 0.87
C -5.60 -3.02 1.16
C -6.00 -3.25 2.46
C -5.13 -2.91 3.50
C -3.90 -2.33 3.24
C -3.52 -2.07 1.93
O -2.34 -1.50 1.61
H 1.66 -0.28 3.31
H 3.98 -0.77 4.09
H 5.69 -1.48 2.46
H 5.16 -1.58 0.06
H 1.55 -3.31 -1.99
H -0.45 -3.93 -2.48
H -1.18 -4.15 -0.88
H -1.97 -1.96 -2.84
H -2.88 -3.43 -2.51
H -4.48 -3.06 -1.18
H -6.25 -3.32 0.34
H -6.95 -3.71 2.67
H -5.42 -3.10 4.52
H -3.23 -2.09 4.05
C -0.17 0.27 -2.97
C 1.15 -0.49 -3.11
As 2.55 -0.81 -1.59
C 3.92 -1.68 -2.65
C 5.25 -1.28 -2.49
C 6.25 -1.85 -3.25
C 5.94 -2.81 -4.20
C 4.62 -3.19 -4.39
C 3.62 -2.63 -3.62
C 3.29 1.06 -1.71
C 3.62 1.78 -0.57
C 4.32 2.98 -0.67
C 4.70 3.47 -1.91
C 4.38 2.74 -3.05
C 3.69 1.55 -2.95
As -0.64 1.15 -1.26
C -2.51 1.67 -1.48
C -2.93 2.89 -0.94
C -4.28 3.23 -0.95
C -5.21 2.37 -1.52
C -4.80 1.17 -2.07
C -3.45 0.82 -2.05
C 0.10 2.96 -1.65
C -0.40 3.53 -2.82
C -0.02 4.81 -3.18
C 0.83 5.54 -2.37
C 1.33 4.97 -1.21
C 0.97 3.68 -0.85
H -1.01 -0.39 -3.19
H -0.20 1.07 -3.71
H 1.80 0.02 -3.82
H 0.96 -1.48 -3.54
H 5.49 -0.49 -1.78
H 7.28 -1.54 -3.11
H 6.73 -3.27 -4.79
H 4.38 -3.92 -5.15
H 2.59 -2.93 -3.81
H 3.36 1.41 0.42
H 4.58 3.53 0.23
H 5.25 4.39 -1.99
H 4.70 3.10 -4.03
H 3.51 0.97 -3.85
H -2.20 3.58 -0.54
H -4.60 4.17 -0.52
H -6.26 2.64 -1.53
H -5.52 0.51 -2.53
H -3.15 -0.12 -2.49
H -1.11 2.99 -3.44
H -0.41 5.24 -4.09
H 1.10 6.55 -2.64
H 1.99 5.54 -0.57
H 1.39 3.25 0.05
C -0.42 3.97 2.83
C -0.16 2.65 2.09
P -1.30 1.27 2.49
C -0.98 1.06 4.30
C -1.75 -0.10 4.94
C -2.96 2.08 2.39
C -4.09 1.17 1.93
H 0.33 4.70 2.52
H -0.35 3.86 3.91
H -1.39 4.39 2.58
H 0.86 2.31 2.30
H -0.24 2.83 1.02
H -1.26 2.00 4.77
H 0.09 0.93 4.43
H -2.82 0.04 4.84
H -1.52 -0.15 6.00
H -1.47 -1.05 4.48
H -2.86 2.91 1.69
H -3.18 2.49 3.38
H -3.88 0.74 0.94
H -5.01 1.74 1.84
H -4.27 0.36 2.64
N 0.78 -4.27 3.70
C 0.88 -4.98 2.54
C 0.46 -4.13 1.56
N 0.11 -2.92 2.12
C 0.32 -3.04 3.42
H 1.03 -4.62 4.62
H 1.24 -5.99 2.49
H 0.40 -4.32 0.51
H 0.16 -2.28 4.16
```

Values from the calculation:
net charge: +3
frontier orbital gap: 0.2090 Eh

=====

Entry from the OMol25 dataset: a structure of composition C32H27N10O3STeW (ωB97M-V/def2-TZVPD).

```
75
Properties=species:S:1:pos:R:3
W 0.33 1.12 0.54
O -1.89 -2.18 -1.74
C -1.89 -1.59 -2.95
C -2.49 -2.30 -3.99
C -2.55 -1.76 -5.26
C -2.01 -0.50 -5.52
C -1.42 0.20 -4.50
C -1.35 -0.32 -3.20
C -0.73 0.49 -2.14
O -0.55 -0.05 -0.97
N -0.43 1.74 -2.35
N -0.09 2.30 -1.14
C -0.14 3.60 -1.11
C -0.17 4.13 0.19
C -0.32 5.50 0.49
C -0.50 5.89 1.78
C -0.54 4.90 2.78
C -0.35 3.59 2.44
N -0.15 3.18 1.16
H -1.41 -1.61 -1.11
H -2.90 -3.28 -3.77
H -3.02 -2.33 -6.05
H -2.05 -0.08 -6.52
H -1.00 1.18 -4.67
H -0.33 4.16 -2.01
H -0.31 6.21 -0.33
H -0.63 6.93 2.04
H -0.71 5.16 3.82
H -0.37 2.81 3.18
N 2.74 -1.48 1.49
C 1.45 -1.91 1.55
N 1.29 -3.16 1.98
C 0.01 -3.53 2.15
N -0.19 -4.82 2.51
N -1.05 -2.75 2.03
C -0.80 -1.50 1.62
N 0.45 -1.05 1.24
C -1.88 -0.57 1.61
C -3.19 -0.96 1.96
C -4.22 -0.08 1.85
C -3.96 1.23 1.36
C -2.67 1.56 1.06
N -1.62 0.72 1.22
H 3.38 -2.26 1.53
H 2.96 -0.79 0.78
H 0.58 -5.45 2.46
H -1.13 -5.17 2.50
H -3.34 -1.98 2.29
H -5.23 -0.38 2.11
H -4.75 1.95 1.22
H -2.44 2.54 0.66
O 0.58 1.06 2.63
N 1.78 0.85 3.17
C 1.83 0.15 4.32
C 3.03 -0.07 4.93
C 4.19 0.45 4.34
C 4.11 1.15 3.17
C 2.86 1.37 2.56
S 2.59 2.22 1.11
H 0.87 -0.21 4.66
H 3.07 -0.65 5.84
H 5.15 0.28 4.80
H 4.99 1.55 2.69
Te 2.55 0.44 -1.33
C 1.91 -1.14 -2.57
C 1.84 -0.94 -3.95
C 1.46 -1.98 -4.80
C 1.12 -3.21 -4.27
C 1.19 -3.42 -2.90
C 1.58 -2.39 -2.06
H 2.07 0.03 -4.36
H 1.40 -1.81 -5.86
H 0.80 -4.01 -4.93
H 0.92 -4.38 -2.48
H 1.63 -2.57 -0.99
```

Values from the calculation:
multiplicity: 2
net charge: 0
frontier orbital gap (alpha / beta): 0.1849 / 0.2304 Eh

=====

Entry from the OMol25 dataset: the molecule C4H9BO2 at a distorted geometry (ωB97M-V/def2-TZVPD).

```
16
Properties=species:S:1:pos:R:3
B -0.03 0.70 -1.38
C 0.97 0.08 1.82
C 0.37 -0.37 0.76
C -0.89 -1.14 1.03
C 0.94 -0.33 -0.63
O -0.25 1.93 -0.89
O -0.49 0.25 -2.51
H 1.93 0.77 1.81
H 0.49 -0.08 2.80
H -1.07 -1.37 2.04
H -1.58 -0.32 0.69
H -1.18 -2.06 0.45
H 1.93 0.10 -0.48
H 0.85 -1.37 -0.98
H -1.02 2.34 -1.40
H -0.98 0.87 -3.14
```

Values from the calculation:
net charge: 0
frontier orbital gap: 0.3299 Eh

=====

Entry from the OMol25 dataset: a structure of composition C16H14BClMnO2 at a distorted geometry (ωB97M-V/def2-TZVPD).

```
35
Properties=species:S:1:pos:R:3
C 1.27 2.20 3.25
C 1.22 3.60 2.84
C 1.71 3.69 1.53
H 1.02 4.46 3.48
C 1.97 2.37 1.05
C 1.64 1.42 2.08
H 1.79 0.35 2.03
H 1.15 1.78 4.27
H 1.98 4.60 0.99
H 2.48 2.14 0.12
Mn -0.26 2.26 1.72
Cl -1.61 0.38 1.07
C -1.79 1.14 -2.91
C -0.37 1.26 -3.05
C -0.03 2.64 -2.75
H 0.34 0.46 -3.31
C -1.27 3.33 -2.51
C -2.35 2.45 -2.81
H -3.41 2.72 -2.81
H -2.34 0.20 -3.07
H 0.95 2.97 -2.48
H -1.39 4.32 -2.09
O -0.88 -2.19 1.75
B -1.17 -1.33 0.73
O -1.21 -1.90 -0.52
C -1.05 -3.25 -0.26
C -0.50 -4.08 -1.18
C 0.32 -5.12 -0.68
C 0.59 -5.25 0.68
C 0.03 -4.38 1.64
C -0.80 -3.42 1.14
H -0.61 -3.85 -2.26
H 0.89 -5.66 -1.45
H 1.36 -5.92 1.07
H 0.33 -4.38 2.71
```

Values from the calculation:
multiplicity: 4
net charge: 0
frontier orbital gap (alpha / beta): 0.2459 / 0.1723 Eh

=====

Entry from the OMol25 dataset: the molecule C11H10N6 at a distorted geometry (ωB97M-V/def2-TZVPD).

```
27
Properties=species:S:1:pos:R:3
N -1.96 -1.98 -0.36
N -2.49 -3.25 1.53
N -1.79 -1.47 3.08
N -0.57 0.77 0.52
C -2.32 -3.11 0.09
C -2.02 -2.08 1.88
C -1.23 -0.35 2.67
C -1.00 -0.24 1.21
C 2.94 1.43 -2.77
C 2.52 2.30 -1.76
C 2.27 0.35 -3.15
C 1.47 1.92 -0.98
C 1.10 -0.01 -2.42
C 0.68 0.84 -1.40
N -1.69 -1.33 0.79
N -0.54 0.62 -0.86
C -0.91 0.65 3.69
H -2.43 -3.83 -0.62
H 3.99 1.51 -3.22
H 3.23 3.11 -1.49
H 2.59 -0.23 -3.98
H 1.11 2.53 -0.12
H 0.42 -0.85 -2.84
H -0.96 -0.22 -1.17
H -0.38 1.51 3.13
H -1.85 1.06 4.18
H -0.16 0.36 4.37
```

Values from the calculation:
net charge: 0
frontier orbital gap: 0.2658 Eh

=====

Entry from the OMol25 dataset: a cluster of 10 separate species, C35H67N6O14 in total at a distorted geometry (ωB97M-V/def2-TZVPD).

```
122
Properties=species:S:1:pos:R:3
C -13.83 8.99 -25.07
C -13.11 9.25 -26.47
C -12.41 10.59 -26.40
C -11.41 10.95 -27.56
C -10.38 9.84 -27.55
C -10.92 8.40 -27.60
N -12.01 8.19 -26.63
O -12.38 6.97 -26.49
C -9.72 7.61 -27.17
C -11.28 8.08 -29.05
C -14.09 9.21 -27.67
H -12.98 8.77 -24.44
H -14.43 8.08 -25.17
H -14.50 9.81 -24.81
H -11.73 10.80 -25.57
H -13.13 11.39 -26.27
H -11.05 11.98 -27.52
H -11.95 10.94 -28.51
H -9.80 9.85 -26.62
H -9.57 10.07 -28.25
H -9.79 6.55 -27.41
H -9.37 7.75 -26.15
H -8.81 7.81 -27.75
H -10.65 7.26 -29.41
H -11.06 8.81 -29.83
H -12.26 7.61 -29.19
H -14.47 8.19 -27.78
H -13.63 9.35 -28.65
H -15.01 9.78 -27.57
O -12.39 8.98 -32.11
C -12.43 7.94 -32.77
N -13.63 7.40 -33.03
C -11.15 7.49 -33.56
H -14.29 7.59 -32.29
H -13.59 6.49 -33.46
H -10.79 8.35 -34.13
H -11.58 6.70 -34.16
H -10.37 7.10 -32.90
O -5.53 9.01 -31.61
C -5.71 7.90 -31.12
N -5.72 6.75 -31.90
C -6.14 7.74 -29.62
H -6.01 5.90 -31.46
H -5.55 6.86 -32.89
H -6.70 6.81 -29.68
H -6.81 8.53 -29.28
H -5.31 7.38 -29.02
O -9.29 12.32 -30.61
C -9.67 11.34 -31.29
N -10.92 11.33 -31.67
C -8.70 10.20 -31.48
H -11.53 12.08 -31.40
H -11.29 10.41 -31.93
H -8.07 10.40 -32.34
H -9.42 9.38 -31.54
H -7.98 10.12 -30.66
O -9.25 16.50 -26.88
C -10.15 16.37 -26.06
N -10.60 15.13 -25.83
C -10.77 17.53 -25.34
H -10.20 14.38 -26.37
H -11.20 14.97 -25.03
H -10.24 17.74 -24.41
H -11.81 17.35 -25.05
H -10.73 18.41 -25.98
O -10.56 9.39 -23.63
C -10.39 8.79 -22.59
N -11.36 8.32 -21.83
C -9.05 8.73 -21.98
H -11.27 7.83 -20.96
H -12.27 8.47 -22.24
H -8.82 9.39 -21.13
H -8.35 9.08 -22.74
H -8.68 7.73 -21.75
O -15.51 8.92 -31.66
C -15.59 10.11 -31.47
O -15.98 10.56 -30.26
C -15.67 11.96 -30.14
C -15.64 12.51 -31.55
C -15.42 11.26 -32.41
H -14.65 11.93 -29.74
H -16.33 12.50 -29.47
H -14.87 13.26 -31.75
H -16.59 13.05 -31.61
H -14.43 11.18 -32.86
H -16.17 11.23 -33.20
O -8.51 12.53 -26.50
C -7.53 12.58 -27.20
O -7.07 11.54 -27.93
C -5.93 11.91 -28.66
C -5.33 13.21 -28.06
C -6.53 13.72 -27.29
H -6.22 12.04 -29.70
H -5.14 11.17 -28.56
H -5.19 13.76 -28.98
H -4.48 12.94 -27.44
H -6.93 14.46 -27.97
H -6.27 14.09 -26.30
O -14.22 5.82 -28.39
C -15.13 5.24 -28.96
O -15.98 4.36 -28.41
C -17.07 3.96 -29.29
C -16.61 4.53 -30.63
C -15.61 5.69 -30.33
H -17.98 4.47 -28.96
H -17.25 2.90 -29.13
H -17.44 4.89 -31.23
H -15.99 3.74 -31.08
H -16.04 6.69 -30.31
H -14.88 5.71 -31.14
O -7.32 6.84 -25.14
C -6.24 7.30 -24.85
O -5.75 7.10 -23.59
C -4.72 8.03 -23.29
C -4.24 8.51 -24.66
C -5.33 8.30 -25.62
H -4.00 7.43 -22.73
H -5.14 8.79 -22.62
H -3.26 8.03 -24.69
H -4.09 9.56 -24.41
H -4.89 7.96 -26.56
H -5.87 9.24 -25.65
```

Values from the calculation:
net charge: +1
frontier orbital gap: 0.1921 Eh

=====

Entry from the OMol25 dataset: a cluster of 2 separate species, C2HN3O2 in total at a distorted geometry (ωB97M-V/def2-TZVPD).

```
8
Properties=species:S:1:pos:R:3
C 0.72 0.48 0.11
C -1.34 1.17 -0.10
N -1.79 0.06 -0.50
N -1.03 -0.94 0.07
N 0.19 -0.69 0.11
O -0.20 1.48 0.42
O 1.72 -2.26 0.02
H 1.74 0.71 -0.13
```

Values from the calculation:
net charge: 0
frontier orbital gap (alpha / beta): 0.2618 / 0.2501 Eh

=====

Entry from the OMol25 dataset: a structure of composition C24H26InN6O4 (ωB97M-V/def2-TZVPD).

```
61
Properties=species:S:1:pos:R:3
In 0.63 0.87 0.83
O -2.27 1.81 3.78
C -1.46 1.34 3.03
N -0.88 1.93 1.93
C -1.22 3.20 1.54
O -2.07 3.92 2.00
C -0.42 3.69 0.34
C -0.63 4.98 -0.11
C 0.10 5.44 -1.20
C 1.03 4.59 -1.79
C 1.19 3.32 -1.27
N 0.48 2.88 -0.23
C -0.98 -0.09 3.27
C -1.43 -0.77 4.39
C -0.99 -2.07 4.60
C -0.12 -2.64 3.68
C 0.28 -1.90 2.59
N -0.15 -0.65 2.39
H -1.37 5.59 0.40
H -0.05 6.44 -1.57
H 1.62 4.91 -2.63
H 1.91 2.63 -1.69
H -2.11 -0.27 5.06
H -1.31 -2.63 5.46
H 0.26 -3.65 3.82
H 0.97 -2.30 1.86
O 4.41 1.00 2.57
C 3.45 0.90 1.85
O 2.21 1.10 2.17
C 3.68 0.49 0.39
C 4.96 0.27 -0.08
C 5.13 -0.08 -1.40
C 4.02 -0.19 -2.22
C 2.77 0.05 -1.68
N 2.60 0.38 -0.39
H 5.78 0.38 0.61
H 6.12 -0.27 -1.80
H 4.11 -0.45 -3.27
H 1.88 0.02 -2.29
C -3.91 -1.98 -2.92
C -3.16 -2.52 -1.71
N -1.80 -1.98 -1.59
C -0.77 -2.66 -2.38
C 0.01 -3.69 -1.56
C -1.50 -0.93 -0.82
C -2.61 -0.25 -0.07
N -0.28 -0.47 -0.69
H -4.89 -2.45 -2.99
H -3.36 -2.20 -3.84
H -4.04 -0.90 -2.85
H -3.06 -3.61 -1.78
H -3.71 -2.32 -0.79
H -0.11 -1.93 -2.84
H -1.29 -3.16 -3.20
H 0.53 -3.22 -0.72
H 0.74 -4.19 -2.19
H -0.66 -4.44 -1.16
H -2.91 -0.86 0.78
H -3.48 -0.09 -0.70
H -2.26 0.71 0.30
H 0.40 -1.02 -1.19
```

Values from the calculation:
net charge: +1
frontier orbital gap: 0.3350 Eh